A 2-piece molecular cluster, C3H7ClOSi overall. Source: the Open Molecules 2025 dataset; level of theory: ωB97M-V with the def2-TZVPD basis set.

```
13
Properties=species:S:1:pos:R:3:forces:R:3:mulliken_charge:R:1
O 2.30890 0.97382 0.22298 -1.638 0.521 0.485 -0.5930
C 1.09833 1.04774 0.30636 1.368 0.336 -0.786 0.4773
C -0.17068 1.48244 0.93626 1.837 -0.519 3.468 -0.6823
C -0.13908 0.56002 -0.21135 0.205 -3.568 0.855 -0.3259
Si -0.50123 -1.30330 -0.03336 0.941 -0.133 1.183 0.3954
H -0.44820 2.48918 0.88330 -0.536 1.326 -0.515 0.2788
H -0.27528 1.07728 1.95643 -0.315 0.150 -0.437 0.2242
H -0.64550 0.86282 -1.02153 -1.138 1.433 -3.329 0.5088
H 0.38237 -2.18516 -0.78180 -0.147 0.097 -1.194 -0.1094
H -1.93706 -1.55777 -0.09652 -0.246 -0.063 -0.226 -0.1207
H 0.06802 -1.86184 1.22087 -0.449 0.576 0.517 -0.1111
Cl 4.70357 -0.94694 -0.04063 1.737 -1.980 0.090 -0.2719
H 3.92421 -0.01103 -0.10311 -1.620 1.824 -0.110 0.3298
```
Positions in Å, forces in eV/Å.

SMILES string: O=C1C[C@@H]1[SiH3].Cl
Gap between HOMO and LUMO: 10.15 eV
E_tot: -25669.229 eV
2S+1: 1
Strongest force on any atom: 3.96 eV/Å
E_LUMO: 0.5 eV
Highest occupied orbital energy: -9.678 eV
Energy relative to the best compared isomer or geometry (same formula, charge and spin): 4.912 eV